Entry from the OMol25 dataset: C45H102N8O7 as an isolated structure at a distorted geometry (the ωB97M-V functional and the def2-TZVPD basis).

Each line ends with the Mulliken charge.
Atoms and positions in Å:
1 C -3.58 -3.60 4.80  -1.8574
2 C -3.09 -2.57 3.81  1.5329
3 C -4.34 -1.81 3.22  -0.4437
4 C -4.99 -0.73 4.13  -0.7600
5 C -3.86 0.12 4.61  -1.6501
6 C -2.62 -0.51 5.29  1.7652
7 N -2.25 -1.64 4.43  1.7010
8 O -1.05 -2.20 4.78  -0.6147
9 C -1.47 0.58 5.18  -1.9204
10 C -2.85 -0.87 6.72  -1.6953
11 C -2.26 -3.28 2.66  -2.0369
12 H -4.42 -3.14 5.31  0.3571
13 H -2.80 -3.76 5.54  0.2376
14 H -4.04 -4.47 4.32  0.4624
15 H -4.13 -1.30 2.28  -0.3508
16 H -5.11 -2.56 3.01  0.5580
17 H -5.51 -1.29 4.89  0.3608
18 H -5.73 -0.12 3.61  0.4755
19 H -4.32 0.80 5.33  0.3859
20 H -3.69 0.82 3.80  0.4716
21 H -1.54 1.27 4.34  0.3282
22 H -1.45 1.19 6.09  0.4816
23 H -0.47 0.16 5.10  0.0973
24 H -2.68 -0.06 7.43  0.4015
25 H -3.83 -1.25 7.00  0.3538
26 H -2.14 -1.61 7.11  0.3864
27 H -1.51 -3.98 3.02  0.4327
28 H -1.77 -2.62 1.94  1.3502
29 H -2.95 -3.94 2.14  0.5896
30 H -0.53 -2.16 3.98  0.3294
31 C 1.96 -2.93 0.89  -0.2506
32 C 3.30 -2.44 0.18  1.4847
33 C 3.24 -0.86 0.28  -0.2025
34 C 3.67 -0.28 1.66  0.1239
35 C 4.88 -0.85 2.23  -2.4432
36 C 5.01 -2.41 2.26  1.3436
37 N 4.48 -2.95 0.93  0.2590
38 O 4.54 -4.32 0.98  -0.4596
39 C 6.46 -2.86 2.49  -1.5946
40 C 4.09 -2.93 3.49  -2.3452
41 C 3.20 -2.85 -1.27  -2.2056
42 H 2.01 -3.96 1.26  0.4735
43 H 1.23 -2.90 0.07  0.2467
44 H 1.64 -2.38 1.78  -0.4128
45 H 4.02 -0.49 -0.38  1.7113
46 H 2.28 -0.45 -0.02  -1.0163
47 H 2.88 -0.55 2.36  -0.7934
48 H 3.80 0.80 1.69  0.6244
49 H 4.96 -0.41 3.23  0.5343
50 H 5.84 -0.47 1.88  0.5295
51 H 6.71 -2.35 3.42  0.4143
52 H 6.63 -3.94 2.50  0.5220
53 H 7.11 -2.34 1.79  0.3922
54 H 4.41 -2.70 4.51  0.2570
55 H 3.04 -2.67 3.40  0.7183
56 H 3.97 -4.02 3.46  0.5487
57 H 3.16 -3.92 -1.45  0.4262
58 H 4.05 -2.44 -1.83  0.4983
59 H 2.39 -2.24 -1.68  -0.0664
60 H 5.47 -4.51 1.17  0.5000
61 C -6.00 3.49 -2.00  -2.0300
62 C -5.19 2.53 -2.91  1.5340
63 C -3.73 3.17 -2.81  -1.5838
64 C -2.60 2.29 -3.38  -1.0188
65 C -2.64 0.91 -2.61  -0.8964
66 C -4.09 0.22 -2.70  2.3227
67 N -5.09 1.20 -2.26  0.3147
68 O -6.32 0.63 -2.19  -0.5286
69 C -4.24 -0.36 -4.11  -1.7933
70 C -4.03 -0.90 -1.51  -2.3318
71 C -5.72 2.71 -4.35  -1.8644
72 H -5.91 4.46 -2.50  0.4503
73 H -5.60 3.55 -0.98  0.3290
74 H -7.04 3.18 -2.02  0.5870
75 H -3.57 4.12 -3.33  0.6251
76 H -3.39 3.34 -1.79  0.2670
77 H -1.65 2.78 -3.12  0.4282
78 H -2.73 2.15 -4.45  0.4564
79 H -2.33 1.05 -1.57  0.1588
80 H -1.95 0.23 -3.10  0.7448
81 H -4.17 0.29 -4.99  0.3199
82 H -3.40 -1.02 -4.32  0.4302
83 H -5.13 -0.98 -4.20  0.3899
84 H -3.02 -1.25 -1.71  0.4636
85 H -4.23 -0.61 -0.48  0.6738
86 H -4.65 -1.78 -1.72  0.3918
87 H -5.25 2.26 -5.23  0.2542
88 H -5.85 3.71 -4.78  0.4486
89 H -6.76 2.40 -4.49  0.4720
90 H -6.64 1.10 -1.42  0.4068
91 C 1.73 0.22 -6.30  -1.4990
92 C 2.80 -0.51 -5.36  1.3486
93 C 4.21 0.13 -5.48  -1.2575
94 C 4.22 1.49 -4.81  -1.0271
95 C 3.94 1.33 -3.33  -0.5550
96 C 2.59 0.64 -3.00  -0.9795
97 N 2.30 -0.41 -3.99  1.4293
98 O 1.10 -1.02 -3.77  -0.6123
99 C 2.72 0.07 -1.56  -0.0715
100 C 1.62 1.91 -2.93  -0.0026
101 C 2.81 -2.01 -5.70  -1.7704
102 H 1.31 1.10 -5.80  0.3016
103 H 0.92 -0.44 -6.62  0.3494
104 H 2.03 0.71 -7.22  0.3300
105 H 5.08 -0.47 -5.22  0.3574
106 H 4.38 0.46 -6.50  0.5345
107 H 3.47 2.17 -5.20  0.4374
108 H 5.23 1.91 -4.86  0.5200
109 H 4.08 2.32 -2.90  -0.1338
110 H 4.73 0.68 -2.95  0.5652
111 H 3.37 -0.80 -1.61  0.0914
112 H 2.95 0.75 -0.74  1.3223
113 H 1.77 -0.26 -1.13  0.7973
114 H 0.57 1.64 -2.85  -0.5460
115 H 1.85 2.64 -2.14  -1.6547
116 H 1.73 2.27 -3.95  0.9031
117 H 3.13 -2.60 -4.84  0.2504
118 H 3.68 -2.26 -6.31  0.4467
119 H 1.92 -2.44 -6.16  0.3643
120 H 1.48 -1.60 -3.10  0.5788
121 C -2.19 -0.06 0.99  -0.8292
122 C -0.82 -0.70 1.40  1.9179
123 C 0.33 -0.50 0.38  0.6569
124 O -0.05 -1.11 -0.89  -0.6304
125 C -0.27 -0.25 -2.04  -0.1244
126 N -0.48 -0.09 2.66  -0.8154
127 H -3.06 -0.42 1.52  -0.2634
128 H -2.53 -0.21 -0.04  -1.0236
129 H -2.13 1.02 1.16  0.3978
130 H -1.05 -1.76 1.50  -1.6200
131 H 1.17 -1.05 0.81  -1.2327
132 H 0.63 0.55 0.38  -0.1917
133 H 0.62 0.29 -2.34  -0.3287
134 H -1.02 0.52 -1.87  -1.2206
135 H -0.67 -0.93 -2.79  1.3625
136 H 0.47 -0.09 3.01  0.9541
137 H -1.04 -0.58 3.34  -0.8218
138 C 1.57 1.91 0.24  -0.5904
139 C 1.55 3.11 -0.67  2.4850
140 C 0.43 4.12 -0.29  -0.7489
141 O 0.67 5.37 -0.89  -0.4413
142 C -0.16 6.43 -0.26  -0.7645
143 N 2.84 3.79 -0.66  -0.9836
144 H 2.32 1.13 0.08  -0.7893
145 H 0.57 1.53 0.05  -0.1887
146 H 1.73 2.35 1.23  0.9050
147 H 1.48 2.83 -1.72  -0.2439
148 H 0.46 4.23 0.79  0.7029
149 H -0.50 3.71 -0.67  0.0297
150 H -1.21 6.15 -0.16  0.2887
151 H -0.22 7.31 -0.90  0.2675
152 H 0.29 6.54 0.73  0.3298
153 H 2.69 4.79 -0.65  0.3467
154 H 3.25 3.46 -1.52  0.2258
155 C 1.55 -0.75 3.95  -0.4853
156 O 1.02 -1.43 3.14  0.0263
157 N 1.02 0.22 4.63  -0.3733
158 N 2.79 -0.84 4.21  0.0372
159 H 1.61 1.02 4.80  0.2385
160 H 0.02 0.19 4.46  0.6409
161 H 2.93 -0.32 5.07  0.2259
162 H 3.21 -1.73 4.01  -0.1150

For the relative energy (zero: lowest compared OMol25 entry of this formula, charge and spin), the calculation gives 686.5 kcal per mole. As for the HOMO-LUMO gap: 7.5725 eV. The value obtained for the LUMO energy is 0.0158 Eh.

Entry from the OMol25 dataset: a 7-piece molecular cluster, C45H103N2O7S3 overall at a distorted geometry (the ωB97M-V functional and the def2-TZVPD basis).

Each line ends with the Mulliken charge.
Atoms and positions in Å:
1 C 15.35 -0.17 -0.97  -0.6538
2 C 15.14 -1.64 -0.27  -0.5665
3 C 13.78 -2.33 -0.92  -0.0904
4 C 14.05 -2.91 -2.46  -0.7253
5 C 13.11 -2.09 -3.56  -0.0280
6 C 12.91 -2.95 -4.98  -0.7238
7 C 11.31 -3.11 -5.39  -0.5592
8 C 10.76 -4.63 -5.10  -0.7981
9 C 9.16 -4.71 -4.71  -0.0860
10 C 8.80 -6.30 -4.49  -0.6165
11 S 7.30 -6.61 -3.38  0.0768
12 C 7.77 -6.40 -1.55  -0.6146
13 C 8.27 -4.89 -1.16  -0.3730
14 C 9.91 -4.90 -1.04  -0.4896
15 N 10.57 -3.59 -1.46  -0.3150
16 C 5.94 -5.32 -3.68  -0.4761
17 C 4.53 -6.03 -3.11  -0.7108
18 C 3.63 -4.98 -2.21  -0.7305
19 S 2.58 -3.98 -3.42  -0.0877
20 C 1.28 -3.10 -2.34  -0.0091
21 S 1.85 -2.34 -0.92  -0.1778
22 N -0.15 -3.18 -2.81  0.0652
23 C -0.46 -2.20 -3.93  -0.4499
24 C -1.23 -0.83 -3.46  -0.4504
25 O -2.28 -1.02 -2.45  -0.2477
26 C -1.61 -1.60 -1.24  -0.3334
27 C -1.16 -3.12 -1.68  -0.7484
28 H 15.99 -0.22 -1.96  0.2196
29 H 15.94 0.58 -0.25  0.2905
30 H 14.29 0.33 -1.19  0.0531
31 H 16.05 -2.37 -0.52  0.3043
32 H 15.06 -1.54 0.91  0.3157
33 H 12.94 -1.51 -0.91  -0.1455
34 H 13.45 -3.17 -0.19  0.2834
35 H 15.17 -2.77 -2.76  0.4559
36 H 13.71 -4.06 -2.44  0.2127
37 H 12.06 -1.82 -3.11  -0.2367
38 H 13.71 -1.09 -3.80  0.4388
39 H 13.51 -2.36 -5.83  0.3199
40 H 13.43 -4.01 -4.87  0.3436
41 H 10.69 -2.26 -4.86  0.3037
42 H 11.24 -2.96 -6.57  0.3403
43 H 10.97 -5.33 -6.04  0.3443
44 H 11.42 -5.08 -4.23  0.2297
45 H 8.99 -4.08 -3.74  0.0144
46 H 8.57 -4.23 -5.62  0.3781
47 H 9.75 -6.79 -3.98  0.3716
48 H 8.63 -6.82 -5.53  0.4403
49 H 8.51 -7.26 -1.25  0.4569
50 H 6.78 -6.60 -0.93  0.3617
51 H 7.87 -4.04 -1.86  0.2267
52 H 7.84 -4.66 -0.08  0.4046
53 H 10.35 -5.81 -1.68  0.1889
54 H 10.16 -5.18 0.09  0.3306
55 H 9.86 -2.95 -1.93  0.2965
56 H 11.28 -3.89 -2.19  -0.2254
57 H 5.80 -5.08 -4.83  0.5010
58 H 6.07 -4.34 -3.04  0.2773
59 H 3.94 -6.56 -3.98  0.3702
60 H 4.87 -6.89 -2.37  0.3071
61 H 4.26 -4.32 -1.48  0.4130
62 H 2.90 -5.65 -1.53  0.4107
63 H -1.01 -2.71 -4.83  0.3070
64 H 0.60 -1.85 -4.36  0.2308
65 H -1.78 -0.41 -4.44  0.2601
66 H -0.51 0.05 -3.12  0.3162
67 H -2.33 -1.67 -0.33  0.3088
68 H -0.68 -0.94 -0.92  0.2499
69 H -0.76 -3.70 -0.75  0.3620
70 H -2.14 -3.70 -2.02  0.3091
71 C -4.29 3.67 -3.96  -1.2317
72 C -5.62 2.98 -3.78  0.5571
73 O -5.54 1.56 -3.89  -0.4970
74 C -4.72 0.89 -2.93  0.0578
75 C -5.18 1.09 -1.50  -0.9274
76 H -3.81 3.35 -4.90  0.2977
77 H -4.42 4.76 -3.99  0.4227
78 H -3.60 3.44 -3.15  0.2681
79 H -6.30 3.31 -4.57  0.3905
80 H -6.09 3.26 -2.83  -0.4448
81 H -3.68 1.19 -3.06  0.0526
82 H -4.77 -0.17 -3.17  0.2637
83 H -5.07 2.13 -1.18  0.2047
84 H -4.59 0.47 -0.82  0.3926
85 H -6.24 0.82 -1.39  0.2466
86 C -9.96 3.89 1.69  -0.8472
87 C -9.59 5.07 0.82  -0.5709
88 O -8.30 4.95 0.22  -0.4449
89 C -8.10 3.85 -0.66  0.0177
90 C -9.02 3.87 -1.87  -1.2029
91 H -9.18 3.69 2.43  0.1625
92 H -10.90 4.08 2.22  0.4578
93 H -10.08 2.97 1.10  0.2487
94 H -9.56 5.97 1.44  0.3748
95 H -10.35 5.25 0.05  0.4143
96 H -8.19 2.91 -0.11  0.2185
97 H -7.06 3.91 -1.01  0.0469
98 H -10.07 3.73 -1.58  0.3779
99 H -8.75 3.07 -2.57  0.4192
100 H -8.96 4.83 -2.39  0.2910
101 C 9.95 2.08 -1.58  -1.2109
102 C 10.69 1.10 -0.69  0.2098
103 O 11.90 1.62 -0.15  -0.3565
104 C 11.78 2.76 0.69  -0.3452
105 C 10.95 2.51 1.94  -1.0462
106 H 10.61 2.47 -2.36  0.3153
107 H 9.09 1.60 -2.06  0.3892
108 H 9.58 2.94 -1.01  0.3088
109 H 10.96 0.22 -1.29  -0.1473
110 H 10.04 0.73 0.11  0.2751
111 H 11.40 3.61 0.12  0.3085
112 H 12.80 3.03 0.99  0.3257
113 H 9.90 2.33 1.69  0.2557
114 H 10.99 3.38 2.60  0.3969
115 H 11.32 1.64 2.48  0.2888
116 C -11.11 -0.51 6.34  -0.8900
117 C -10.55 -0.02 5.02  -0.4499
118 O -10.87 1.34 4.74  -0.3743
119 C -10.39 2.32 5.66  -0.3271
120 C -8.87 2.36 5.75  -1.1311
121 H -12.18 -0.32 6.40  0.0365
122 H -10.93 -1.58 6.46  0.4361
123 H -10.64 0.00 7.19  0.2548
124 H -10.98 -0.62 4.21  0.3652
125 H -9.46 -0.17 4.97  0.3550
126 H -10.84 2.17 6.64  0.3233
127 H -10.74 3.29 5.29  0.3726
128 H -8.48 1.44 6.19  0.3117
129 H -8.55 3.20 6.38  0.4167
130 H -8.42 2.46 4.76  0.2556
131 C -6.13 9.23 3.63  -1.0213
132 C -6.44 8.17 4.67  -0.3212
133 O -7.21 7.08 4.16  -0.4031
134 C -6.62 6.32 3.11  0.2886
135 C -5.33 5.63 3.52  -1.2378
136 H -7.05 9.57 3.13  0.2813
137 H -5.64 10.09 4.09  0.3911
138 H -5.46 8.84 2.85  0.2491
139 H -7.04 8.62 5.46  0.3226
140 H -5.53 7.79 5.14  0.3084
141 H -6.48 6.93 2.22  0.2675
142 H -7.35 5.55 2.84  -0.1499
143 H -4.54 6.36 3.72  0.3231
144 H -4.98 4.97 2.72  0.3815
145 H -5.47 5.05 4.43  0.3109
146 C -18.01 -1.17 5.64  -1.0392
147 C -17.32 -0.47 6.80  -0.2880
148 O -16.05 -1.02 7.12  -0.4330
149 C -15.06 -0.96 6.09  -0.2048
150 C -14.71 0.45 5.67  -1.0667
151 H -18.06 -2.25 5.81  0.2842
152 H -19.03 -0.79 5.52  0.3857
153 H -17.48 -1.01 4.70  0.2659
154 H -17.94 -0.59 7.70  0.3295
155 H -17.24 0.61 6.62  0.2913
156 H -15.36 -1.57 5.23  0.2436
157 H -14.16 -1.44 6.50  0.2771
158 H -15.55 0.95 5.18  0.3919
159 H -13.86 0.45 4.97  0.3299
160 H -14.44 1.06 6.55  0.2801

For the relative energy (zero: lowest compared OMol25 entry of this formula, charge and spin), the calculation gives 222.8 kcal per mole. Its net charge is +1. As for the HOMO-LUMO gap: 7.3868 eV. The value obtained for the LUMO energy is -0.1050 Eh.

> Number 1 is which compound?

C45H102N8O7